{
  "formula": "C74H174O4",
  "method": "ωB97M-V with the def2-TZVPD basis set",
  "species": ["C", "C", "C", "C", "C", "C", "H", "H", "H", "H", "H", "H", "H", "H", "H", "H", "H", "H", "H", "H", "C", "C", "C", "C", "C", "C", "H", "H", "H", "H", "H", "H", "H", "H", "H", "H", "H", "H", "H", "H", "C", "C", "C", "C", "C", "C", "H", "H", "H", "H", "H", "H", "H", "H", "H", "H", "H", "H", "H", "H", "C", "C", "C", "C", "C", "C", "H", "H", "H", "H", "H", "H", "H", "H", "H", "H", "H", "H", "H", "H", "C", "C", "C", "C", "C", "C", "H", "H", "H", "H", "H", "H", "H", "H", "H", "H", "H", "H", "H", "H", "C", "C", "C", "C", "C", "C", "H", "H", "H", "H", "H", "H", "H", "H", "H", "H", "H", "H", "H", "H", "C", "C", "C", "C", "C", "C", "H", "H", "H", "H", "H", "H", "H", "H", "H", "H", "H", "H", "H", "H", "C", "C", "C", "C", "C", "C", "H", "H", "H", "H", "H", "H", "H", "H", "H", "H", "H", "H", "H", "H", "C", "C", "C", "C", "C", "C", "H", "H", "H", "H", "H", "H", "H", "H", "H", "H", "H", "H", "H", "H", "C", "C", "C", "C", "C", "C", "H", "H", "H", "H", "H", "H", "H", "H", "H", "H", "H", "H", "H", "H", "C", "C", "C", "C", "C", "C", "H", "H", "H", "H", "H", "H", "H", "H", "H", "H", "H", "H", "H", "H", "C", "O", "C", "C", "O", "C", "H", "H", "H", "H", "H", "H", "H", "H", "H", "H", "C", "O", "C", "C", "O", "C", "H", "H", "H", "H", "H", "H", "H", "H", "H", "H"],
  "positions_angstrom": [[2.57977, -4.26266, 0.92601], [2.97852, -5.26808, -0.09746], [2.55761, -4.91511, -1.56353], [3.21307, -5.80639, -2.52735], [2.71830, -5.69371, -3.97888], [3.54485, -6.45170, -4.97906], [2.72647, -3.23224, 0.60940], [3.09147, -4.35796, 1.87713], [1.57134, -4.40248, 1.09691], [4.05888, -5.43413, -0.06786], [2.46989, -6.19689, 0.07031], [2.76518, -3.88125, -1.79141], [1.43984, -4.89035, -1.62110], [4.27964, -5.65501, -2.52278], [3.13525, -6.83362, -2.22147], [1.64129, -5.93420, -4.07839], [2.69696, -4.59952, -4.29603], [3.26354, -6.31750, -6.01413], [4.64569, -6.25280, -4.77934], [3.42667, -7.45424, -4.69603], [-5.54150, -3.52434, -4.16513], [-4.30117, -3.06393, -4.85786], [-3.04109, -3.64516, -4.35426], [-1.79148, -2.92575, -4.88662], [-0.54657, -3.62447, -4.44091], [0.71946, -2.84044, -4.90142], [-6.45036, -3.09212, -4.59652], [-5.60135, -3.22903, -3.10670], [-5.69577, -4.60979, -4.27531], [-4.38999, -3.15904, -5.96859], [-4.14507, -1.97310, -4.71164], [-2.95734, -4.72151, -4.47358], [-3.00749, -3.54532, -3.27253], [-1.75768, -2.81527, -5.98865], [-1.87164, -1.85192, -4.59494], [-0.51071, -3.82295, -3.36563], [-0.53237, -4.61708, -4.86133], [0.63855, -2.91064, -5.99300], [0.69266, -1.81478, -4.62758], [1.66029, -3.29552, -4.64257], [-0.51116, 7.02133, -1.34013], [-0.12133, 6.00788, -0.26842], [1.17700, 5.25914, -0.47292], [1.64439, 4.52899, 0.80310], [3.04534, 3.84905, 0.79963], [3.30342, 3.16569, 2.11451], [-1.37472, 7.64564, -0.98395], [-0.75089, 6.57182, -2.32218], [0.30957, 7.71833, -1.57975], [-0.02138, 6.54902, 0.58622], [-0.88737, 5.26436, -0.11042], [1.91098, 5.96452, -0.76778], [1.11233, 4.50611, -1.31062], [1.67732, 5.19670, 1.64735], [0.90846, 3.78329, 1.10802], [3.13369, 3.19108, -0.04893], [3.84981, 4.64451, 0.66942], [3.26734, 3.95233, 2.86236], [2.58986, 2.42997, 2.43706], [4.27317, 2.69472, 2.31474], [-3.50903, -6.62140, -1.84026], [-2.27525, -6.44815, -1.08103], [-2.30036, -5.22483, -0.11105], [-1.08749, -5.38286, 0.93992], [-1.05600, -4.25797, 1.99912], [-0.22703, -4.66691, 3.19181], [-3.63014, -5.84523, -2.59210], [-4.35591, -6.58022, -1.21152], [-3.51642, -7.58882, -2.35119], [-2.11408, -7.35124, -0.44995], [-1.36303, -6.36514, -1.74672], [-3.17019, -5.29626, 0.46984], [-2.20595, -4.30791, -0.63170], [-1.20994, -6.31746, 1.46953], [-0.11961, -5.33478, 0.41586], [-0.62783, -3.39135, 1.49745], [-2.06918, -4.05465, 2.32800], [-0.58570, -5.58292, 3.65153], [0.82287, -4.88120, 2.84791], [-0.25362, -3.80001, 3.92723], [4.40085, 0.40771, -6.18499], [4.66498, 0.64378, -4.69834], [4.22131, -0.51862, -3.92568], [4.27224, -0.24841, -2.43544], [5.61772, -0.09441, -1.81247], [5.62386, 0.05373, -0.30363], [3.34420, 0.38917, -6.42517], [4.82643, -0.55471, -6.46045], [4.89920, 1.15929, -6.78395], [5.74536, 0.71806, -4.52617], [4.18491, 1.59659, -4.35908], [4.82568, -1.41002, -4.12469], [3.20374, -0.84313, -4.04916], [3.73374, 0.68541, -2.19606], [3.72099, -0.98570, -1.95438], [6.24426, -0.97908, -2.03761], [6.21207, 0.73154, -2.18463], [5.05404, 0.91233, -0.02975], [5.20290, -0.84242, 0.21907], [6.58080, 0.15396, 0.20056], [-4.50494, -1.97154, 2.78404], [-3.98176, -1.54491, 1.42828], [-5.08505, -1.29968, 0.41982], [-4.79772, -0.42877, -0.79590], [-6.14483, -0.26532, -1.57152], [-5.96387, 0.45917, -2.86329], [-5.18759, -2.80157, 2.61840], [-5.06011, -1.21170, 3.30298], [-3.70173, -2.34182, 3.50151], [-3.34520, -0.65083, 1.50726], [-3.33901, -2.34342, 0.99764], [-5.93684, -0.84421, 1.02059], [-5.35568, -2.24045, 0.03698], [-4.28356, 0.51824, -0.59765], [-4.11066, -0.95721, -1.50275], [-6.52827, -1.26116, -1.86378], [-6.89617, 0.22135, -0.99833], [-5.24657, 0.06767, -3.58304], [-6.89244, 0.59317, -3.45277], [-5.65742, 1.50065, -2.77431], [1.21225, 1.63481, -4.76227], [1.78348, 2.85968, -4.14235], [0.84919, 4.10326, -4.05657], [-0.00130, 4.39492, -5.24355], [-0.74728, 5.74382, -5.18558], [0.13817, 6.99706, -5.37964], [1.85521, 0.75255, -4.77659], [0.94198, 1.71395, -5.82772], [0.33957, 1.26505, -4.17802], [2.17072, 2.61429, -3.13229], [2.66407, 3.15698, -4.77831], [1.49627, 4.88405, -3.68538], [0.12216, 3.95814, -3.25070], [0.55205, 4.34932, -6.16670], [-0.76638, 3.62730, -5.20184], [-1.51542, 5.73549, -5.98362], [-1.15127, 5.74579, -4.19564], [0.82838, 7.25586, -4.53301], [0.76644, 6.95321, -6.22733], [-0.53536, 7.79771, -5.50687], [-3.08541, 1.90677, -3.72868], [-3.85814, 3.23433, -3.61736], [-3.26003, 4.09186, -2.53638], [-3.75484, 5.56579, -2.61973], [-5.09650, 5.92748, -2.02514], [-5.51405, 7.27590, -2.71437], [-2.94904, 1.34417, -2.82984], [-2.07308, 2.11440, -4.12090], [-3.53528, 1.24757, -4.50878], [-3.71492, 3.84276, -4.48494], [-4.92765, 3.20627, -3.49134], [-2.18880, 4.05693, -2.57974], [-3.52585, 3.70574, -1.54774], [-2.92284, 6.21443, -2.16380], [-3.75301, 5.89117, -3.65355], [-5.90088, 5.15948, -2.17965], [-4.92347, 6.10561, -0.95175], [-4.75228, 8.00705, -2.59521], [-5.73355, 7.19054, -3.82737], [-6.43020, 7.61078, -2.27201], [-5.81197, 6.16067, 3.78048], [-4.86489, 4.94211, 3.58180], [-5.10945, 4.34562, 2.20134], [-4.22326, 3.15453, 1.82606], [-2.81260, 3.61976, 1.32784], [-2.02089, 2.36878, 0.84129], [-6.66885, 6.06814, 3.08995], [-5.27781, 7.11113, 3.43463], [-6.23209, 6.23277, 4.76584], [-3.80971, 5.28802, 3.75243], [-5.01503, 4.25607, 4.45545], [-5.06013, 5.16424, 1.44280], [-6.13895, 4.02654, 2.20146], [-4.12641, 2.50104, 2.71211], [-4.73516, 2.57243, 1.09117], [-2.99037, 4.34874, 0.57300], [-2.35456, 4.08306, 2.17146], [-2.56973, 1.84220, 0.03864], [-1.04239, 2.67764, 0.44050], [-1.84689, 1.66007, 1.66592], [-0.48457, 3.91538, 5.70283], [-1.01313, 2.84605, 4.65220], [-0.47633, 1.46091, 4.87704], [-1.01762, 0.46608, 3.83198], [-0.89530, -0.97289, 4.13894], [-1.66906, -1.39269, 5.45737], [-0.76622, 3.74345, 6.74433], [-0.93498, 4.84245, 5.36039], [0.57122, 4.16945, 5.68098], [-2.11269, 2.84252, 4.70660], [-0.73740, 3.19490, 3.64220], [-0.82765, 1.14739, 5.85663], [0.63649, 1.37385, 4.91893], [-2.04368, 0.76711, 3.70436], [-0.47610, 0.63653, 2.86598], [-1.20419, -1.53065, 3.28109], [0.08984, -1.33503, 4.14071], [-1.28918, -0.90968, 6.34501], [-2.70932, -1.17518, 5.33215], [-1.46448, -2.46565, 5.70298], [2.27599, -0.41565, 2.08342], [1.85800, 0.22795, 0.75471], [0.93798, -0.71788, 0.00345], [0.49655, -0.09906, -1.26130], [-0.39159, -1.02582, -2.01959], [-1.66062, -1.44390, -1.30986], [2.93444, -1.27282, 1.85053], [1.40516, -0.64040, 2.65856], [2.86909, 0.28031, 2.74688], [1.28790, 1.15171, 0.94017], [2.74569, 0.51830, 0.15376], [0.12155, -1.13816, 0.63511], [1.55611, -1.59226, -0.22413], [-0.05507, 0.85201, -0.98100], [1.39614, 0.35659, -1.80468], [-0.70769, -0.63392, -3.00191], [0.22395, -1.88486, -2.16026], [-1.45738, -2.19712, -0.58890], [-2.07165, -0.59296, -0.74200], [-2.43642, -1.76021, -1.94813], [4.59796, 1.64640, 5.48903], [4.92197, 0.92551, 4.31836], [5.03982, -0.45757, 4.44175], [6.13249, -0.98848, 5.37533], [5.75261, -0.82790, 6.75166], [6.66036, -1.43339, 7.63131], [4.45180, 2.69642, 5.27457], [5.25657, 1.51116, 6.33600], [3.66542, 1.17236, 5.85600], [5.30876, -0.90302, 3.46460], [4.06964, -0.91582, 4.69344], [7.15698, -0.57890, 5.14814], [6.28785, -2.04572, 5.19835], [7.69955, -1.04727, 7.43886], [6.73130, -2.52166, 7.45439], [6.40697, -1.11095, 8.68430], [6.16183, -4.97246, 5.04520], [5.23053, -4.28042, 5.87660], [5.34073, -4.62296, 7.26650], [4.22913, -3.90107, 7.97919], [2.94533, -4.40743, 7.52221], [2.37381, -3.61782, 6.51709], [6.01784, -6.08731, 5.10665], [7.19721, -4.66287, 5.27166], [6.01445, -4.63881, 4.06981], [6.30472, -4.32358, 7.70623], [5.34690, -5.75555, 7.42308], [4.22860, -2.82173, 7.76695], [4.26270, -4.00596, 9.07475], [1.28351, -3.88883, 6.41493], [2.88292, -3.74722, 5.57395], [2.52862, -2.54491, 6.70744]],
  "atomic_forces_ev_per_a": [[1.3, 0.8, 0.0], [0.5, 0.3, -1.7], [-1.2, 0.9, 1.8], [-0.1, -0.8, -1.8], [-0.8, 2.5, -0.4], [1.6, 0.6, 1.0], [0.1, 0.1, -0.2], [0.2, -0.2, 0.2], [-2.2, 0.1, 0.5], [0.0, -0.2, -0.1], [0.0, -0.8, 0.5], [0.6, 0.6, 0.0], [0.6, -0.6, 0.0], [0.6, 0.4, 0.0], [-0.3, -0.8, 0.3], [0.4, -0.3, 0.3], [0.5, -1.3, 0.7], [0.1, 0.2, -0.2], [-1.2, 0.1, -0.7], [-0.1, -1.9, -0.1], [-1.4, -0.3, 0.2], [-0.2, 1.6, -1.2], [1.3, -0.2, 0.2], [-0.9, 0.6, -0.3], [1.6, 0.7, 0.6], [-1.2, -1.5, -1.1], [0.2, 0.1, -0.2], [0.4, -0.3, -0.1], [0.2, 0.2, 0.3], [0.0, -0.2, 0.7], [-0.5, -0.3, -0.1], [0.0, -0.3, -0.5], [-0.1, 0.2, 0.4], [-0.3, -0.5, 0.2], [0.4, -0.6, 0.3], [-0.2, 0.4, 0.2], [0.1, -0.4, -0.4], [0.4, 0.4, 0.0], [0.0, 0.9, 0.4], [0.1, 0.1, 0.3], [-0.3, 0.4, -0.6], [-0.1, -1.2, -2.3], [0.1, -1.6, -0.3], [0.5, -0.4, -0.2], [0.3, 1.3, -0.6], [0.6, 0.3, 1.1], [0.7, -0.6, -0.5], [-0.1, 0.1, 0.6], [-0.1, -0.2, 0.4], [0.2, 1.5, 2.8], [-0.6, -0.1, 0.0], [1.1, 0.7, -0.3], [-0.1, 0.7, 0.7], [-0.1, 0.7, 0.3], [-0.2, -0.2, -0.2], [0.0, -0.4, -0.4], [-1.0, -0.8, 0.0], [-0.1, 0.2, 0.4], [-0.7, -0.3, -0.2], [0.1, 0.1, -0.7], [-0.4, -0.3, -1.9], [2.4, 0.5, 1.3], [3.1, -2.4, 0.6], [-1.1, 1.4, -0.9], [-0.1, -1.0, -0.8], [1.2, 1.2, 0.3], [-0.1, 0.1, -0.1], [-1.1, 0.0, 0.8], [-0.1, 0.1, -0.1], [0.1, 0.5, -0.3], [-0.9, -0.1, 0.6], [-1.5, 0.3, 0.7], [-0.2, 1.0, -0.5], [0.1, -0.5, -0.1], [-0.3, -0.5, 0.0], [-0.1, 0.4, 0.2], [-0.3, 0.3, 0.0], [-0.2, 0.0, 0.2], [-0.9, 0.4, 0.7], [0.4, -1.3, -0.6], [0.6, 0.2, 0.2], [0.1, 1.0, -1.2], [-0.2, -1.0, 2.1], [0.3, 2.0, -0.1], [2.1, -1.1, 0.5], [-0.5, -1.3, 0.9], [-0.2, 0.0, 0.0], [0.0, -0.2, -0.1], [0.0, 0.2, -0.3], [-0.1, 0.4, -0.2], [0.4, -0.8, -0.1], [0.1, 0.1, -0.2], [-0.7, 0.1, -0.9], [-0.2, -0.1, -0.3], [-0.9, -1.7, 1.2], [-0.2, 0.1, -0.1], [-0.2, 0.4, -0.5], [-0.6, 0.7, 0.4], [-0.2, 0.6, -0.5], [0.5, 0.2, -0.5], [1.0, -1.2, 0.6], [1.3, 0.0, -0.5], [-0.3, 1.9, 1.4], [-0.6, -0.8, -1.1], [1.5, -0.9, -0.7], [-0.6, 1.6, -1.7], [-0.2, -0.2, 0.2], [-0.2, 0.6, 0.1], [-0.8, 0.5, -1.0], [-0.1, -0.1, 0.1], [-0.1, 0.4, 0.4], [0.6, -0.5, -0.9], [-1.0, -1.3, -0.3], [-0.4, 0.1, 0.3], [-0.6, 0.3, 0.6], [0.1, 0.2, 0.6], [-0.6, 0.4, 0.8], [0.1, -0.6, 0.3], [0.1, -0.5, 0.4], [0.2, 0.0, 0.6], [-1.4, -1.7, -0.2], [1.0, 1.1, -0.5], [0.5, -1.1, 1.3], [-0.4, 0.8, -0.4], [1.4, -0.4, -0.7], [0.2, -0.8, 1.8], [0.5, 0.3, 0.3], [-0.2, 0.4, 0.4], [0.1, 0.4, -0.5], [-0.1, 0.3, -0.4], [-0.6, -0.1, 0.7], [0.1, 0.8, -0.3], [0.1, -0.2, 0.3], [0.2, -0.3, -0.6], [-0.2, -0.3, -0.6], [0.1, 0.1, 0.7], [-1.0, 0.4, 0.5], [-0.8, -0.5, -0.4], [0.6, -0.3, -1.2], [-0.6, 1.3, -0.1], [-0.3, 0.2, -2.2], [1.1, -0.1, 0.5], [-1.2, 1.1, 1.0], [2.2, -0.1, 0.5], [-0.3, 0.8, -0.7], [-0.9, -1.6, -0.7], [-0.2, -0.2, 0.8], [-0.3, 0.1, 0.3], [0.2, 0.3, 0.7], [0.1, 0.0, -1.2], [-0.4, -0.6, 0.1], [0.8, 0.1, -0.2], [0.0, -0.1, 0.1], [-1.4, -0.7, -0.3], [0.0, -0.2, -0.5], [0.8, 0.5, 0.2], [-0.6, -0.2, -0.2], [0.7, 0.7, 0.2], [0.5, -0.3, 1.3], [-0.5, 0.5, 0.3], [0.8, 0.7, -1.7], [0.4, 0.9, 1.3], [0.4, 0.0, 0.1], [0.8, 1.0, 0.7], [-1.4, -2.7, 0.5], [0.0, 0.8, -0.1], [0.2, 0.0, 0.3], [-0.8, -1.1, 0.8], [0.2, 0.3, 0.6], [-0.7, -0.3, -0.5], [-0.1, 0.0, -1.1], [0.2, -0.5, 0.4], [-0.6, -0.2, -0.1], [0.1, 0.2, -0.3], [-0.2, -0.5, -0.8], [0.2, 0.6, -0.8], [0.7, 0.5, 0.5], [0.2, 0.3, 0.3], [-0.2, -0.2, 0.0], [-0.2, 0.3, -0.3], [-0.8, 0.0, -1.2], [1.2, 1.3, 0.7], [0.4, -1.2, 0.0], [1.3, 1.5, -0.6], [-1.5, -0.9, 1.7], [1.8, -1.1, -1.1], [-0.1, -0.2, -0.2], [-0.3, 0.4, 0.4], [0.4, -0.7, -0.2], [0.3, -0.1, 0.0], [-0.1, 0.0, 0.3], [0.0, -0.2, 0.3], [-0.6, 0.4, -0.1], [-0.7, -0.2, -0.4], [-0.5, 0.2, 0.6], [-1.2, -0.5, -0.6], [1.9, 0.0, 0.8], [0.1, 0.6, 0.1], [-0.7, -0.1, 0.1], [-0.6, 0.6, -0.5], [1.7, 1.4, -0.1], [-0.2, 0.2, 0.9], [1.3, -0.7, 0.7], [-0.5, 3.0, -0.2], [-0.5, 0.3, -1.4], [0.6, 1.6, 1.1], [-0.6, 0.1, 0.5], [-0.5, -0.7, 0.3], [-0.4, -0.6, -0.8], [0.2, 0.0, 0.1], [-0.5, -0.3, 0.2], [0.3, 0.7, -0.3], [-0.1, -0.3, -0.2], [0.2, -0.8, -0.3], [-1.1, -1.2, 0.2], [0.5, 0.0, 0.2], [0.3, -1.0, -0.7], [0.0, -0.8, 0.7], [0.1, -0.1, -0.1], [-0.6, -0.6, -1.0], [-1.4, -1.4, 0.6], [1.0, 0.7, -0.6], [0.5, -1.1, 0.1], [0.3, 0.3, 0.5], [0.0, 0.2, -0.6], [1.2, 0.7, 0.4], [0.0, 0.0, -0.3], [0.8, 0.0, -0.1], [-0.1, 0.7, 0.1], [-0.2, 0.7, 0.1], [0.1, 0.1, 0.3], [-0.9, 0.4, 0.4], [-0.4, -0.6, -0.2], [-0.7, -0.1, 0.2], [-0.3, 0.5, 0.4], [0.1, -0.8, -1.1], [0.2, -0.6, 1.9], [0.6, -0.6, 0.5], [0.4, -1.0, -0.2], [-1.5, -0.3, -0.3], [0.8, 0.1, 0.9], [-0.8, 0.3, -0.4], [0.3, 1.0, 0.0], [-0.2, -0.5, 0.3], [-0.6, 0.4, -1.8], [0.0, 0.1, -0.3], [-0.6, 1.3, -0.3], [0.4, -0.2, 0.0], [0.1, -0.3, -0.4], [1.2, 0.4, 0.2], [0.0, -0.5, -0.6], [-0.5, 0.0, 0.3]],
  "relative_energy_kcal_mol": 30.0,
  "largest_force_ev_per_a": 4.0,
  "orbital_gap_ha": 0.3705,
  "lumo_energy_ev": 0.57,
  "total_energy_ev": -87746.4189
}